# 1
{"formula": "C51H34Cl4F5N3O5PTi", "method": "ωB97M-V/def2-TZVPD", "species": ["C", "C", "H", "H", "C", "F", "C", "C", "H", "C", "C", "H", "C", "Cl", "F", "C", "Ti", "F", "O", "C", "C", "O", "N", "H", "C", "Cl", "C", "H", "C", "H", "H", "O", "C", "C", "C", "H", "C", "C", "C", "H", "C", "C", "C", "H", "H", "F", "H", "C", "C", "C", "C", "C", "H", "H", "C", "P", "H", "C", "Cl", "C", "C", "C", "C", "C", "C", "H", "F", "C", "C", "H", "C", "C", "O", "H", "H", "C", "H", "C", "H", "C", "H", "C", "C", "N", "O", "C", "H", "H", "H", "H", "H", "H", "H", "Cl", "C", "C", "H", "H", "C", "C", "H", "H", "N", "C"], "coordinates": [[3.30, -0.88, 3.18], [-6.09, -1.38, -2.93], [-1.57, 4.63, 4.38], [2.88, 1.94, 5.02], [-0.82, -1.74, -1.70], [-3.06, 5.04, 1.10], [0.87, 2.53, 3.30], [-2.11, -1.22, -3.63], [2.85, -1.43, 2.36], [2.17, -1.86, -3.77], [-2.71, 2.72, 1.06], [2.37, 5.56, 2.98], [-2.24, 4.01, 0.91], [0.90, 3.43, -3.29], [-3.98, 2.50, 1.38], [2.73, 0.32, 3.61], [0.96, 0.31, 0.07], [-2.34, 0.42, 1.01], [1.45, 1.19, -1.44], [2.54, 1.88, -1.82], [4.48, 0.54, 5.25], [1.68, -1.62, -0.53], [-1.56, -3.55, -3.04], [5.90, 1.89, -1.31], [-0.50, 1.82, 0.55], [1.63, -4.96, -6.20], [3.59, 3.64, -3.08], [-1.07, 1.50, -1.91], [-1.22, -0.69, 5.82], [-1.15, 2.24, 4.00], [2.80, 3.17, 2.59], [2.79, 0.42, 0.53], [-1.83, 1.66, 0.87], [-4.96, -2.30, -1.04], [3.78, 0.34, -0.38], [-0.69, -4.04, -2.88], [5.04, -0.65, 4.82], [1.97, -4.01, -4.80], [-0.31, 0.09, 5.12], [0.20, 0.90, 5.63], [3.78, 1.50, -1.32], [1.60, 4.83, 3.22], [2.44, 2.95, -2.70], [-6.84, -0.71, -3.35], [-1.42, -0.49, 6.86], [1.20, 3.39, 0.12], [-3.52, -3.84, -1.46], [4.82, 3.25, -2.57], [2.32, -4.64, -3.61], [4.45, -1.36, 3.78], [-1.22, 0.47, -2.18], [-0.37, 2.96, 3.79], [-2.64, -1.50, -4.53], [-4.10, -4.37, -4.86], [-1.88, -1.74, 5.18], [1.17, 0.81, 2.84], [4.74, 0.16, 0.10], [0.37, 5.24, 3.72], [-0.29, -1.69, 1.53], [-2.33, -4.26, -3.97], [-0.04, -0.16, 3.77], [2.58, -3.87, -2.49], [-4.40, -3.06, -3.25], [2.51, -2.48, -2.57], [-1.61, -2.02, 3.85], [0.18, 6.30, 3.87], [-0.46, 5.47, 0.43], [1.89, -2.63, -4.89], [-4.22, -3.13, -1.88], [1.62, -2.16, -5.82], [2.61, -1.62, -1.36], [1.85, 3.48, 3.01], [-1.87, -5.24, -4.52], [-0.34, -2.47, -1.06], [2.10, -0.78, -3.82], [-5.90, -1.41, -1.55], [5.94, -1.02, 5.29], [3.32, 1.02, 4.66], [-2.09, -2.84, 3.34], [-0.92, 4.23, 0.58], [4.88, -2.29, 3.45], [-0.61, 4.31, 4.00], [-0.09, 3.14, 0.42], [-3.63, -3.85, -4.14], [3.67, -0.88, -1.29], [-5.35, -2.18, -3.77], [2.39, -5.72, -3.57], [-7.57, -0.13, -1.11], [3.51, 4.47, -3.76], [2.84, -4.35, -1.55], [-6.06, 0.36, -0.34], [-6.95, -1.02, 0.29], [-5.50, -2.13, -4.85], [6.24, 4.11, -3.04], [-6.67, -0.50, -0.63], [4.93, 2.18, -1.69], [4.93, 1.09, 6.06], [-4.81, -2.37, 0.03], [-1.97, 0.11, -3.28], [-1.53, -2.18, -2.81], [-2.41, 0.89, -3.89], [-2.59, -2.34, 5.72], [-0.64, -0.46, -1.40], [-0.69, -1.22, 3.18]], "charge": 1, "lumo_ev": -3.36, "homo_lumo_gap_ev": 7.3, "total_energy_ha": -6035.22358, "spin_multiplicity": 1, "e_above_lowest_ev": 0.000}

---

# 2
{"formula": "C51H37BaN11S", "method": "ωB97M-V/def2-TZVPD", "species": ["H", "C", "H", "C", "C", "H", "C", "C", "H", "S", "C", "C", "C", "C", "H", "C", "H", "C", "C", "C", "H", "C", "H", "C", "C", "H", "C", "C", "C", "H", "H", "C", "C", "C", "H", "C", "Ba", "C", "H", "N", "H", "H", "H", "H", "H", "C", "C", "C", "C", "C", "C", "C", "C", "C", "N", "C", "N", "N", "H", "H", "H", "C", "C", "C", "H", "H", "C", "C", "C", "C", "C", "H", "H", "C", "C", "H", "H", "C", "H", "N", "N", "C", "H", "C", "C", "H", "H", "C", "H", "H", "H", "N", "H", "N", "N", "C", "N", "H", "C", "H", "N"], "coordinates": [[2.22, -1.55, 5.98], [-2.55, -4.59, 1.90], [5.13, -4.08, -3.25], [6.42, -1.36, 0.70], [-5.64, 3.26, 0.55], [-2.36, -5.78, 3.68], [-0.74, -2.99, 1.40], [-2.71, -0.17, 0.79], [1.83, -2.27, -6.53], [-6.65, 0.67, 0.62], [0.29, 2.72, 3.64], [5.08, -1.01, 0.72], [-0.24, 1.80, -4.51], [3.50, -2.73, -3.60], [1.04, 2.38, 4.35], [-0.71, 3.59, 4.02], [-2.43, 4.75, 3.42], [3.45, -3.67, -6.19], [-6.61, 2.37, 0.09], [-4.97, 0.25, 0.19], [-8.34, 2.19, -1.18], [1.21, 1.39, 1.58], [5.03, 1.01, 3.48], [7.25, -0.88, 1.70], [-0.27, 2.16, 0.11], [5.06, -4.95, -5.59], [-3.27, -0.18, -1.42], [-1.92, -5.02, 3.06], [-0.70, -4.46, 3.39], [8.30, -1.14, 1.71], [-4.87, 2.93, 1.24], [1.18, -2.88, 2.99], [-1.31, 4.23, -5.23], [-4.01, 0.11, 1.18], [0.23, 1.50, -6.58], [0.38, -0.86, 4.18], [0.47, -1.01, -0.67], [2.54, -2.68, -5.82], [-4.26, 0.23, 2.22], [2.87, -0.71, 0.31], [-3.50, -5.03, 1.62], [-0.55, -1.02, 3.64], [-1.93, -0.28, 1.54], [-2.51, -3.32, 0.20], [3.00, -1.42, 4.39], [3.16, 0.04, 1.42], [-5.68, 4.57, 0.10], [5.41, 0.34, 2.72], [-0.78, 2.65, -3.54], [4.57, -0.16, 1.73], [0.27, 0.61, -3.78], [-4.60, 0.08, -1.14], [-0.57, 1.98, -2.24], [6.75, -0.03, 2.70], [0.94, -0.38, -4.40], [-0.61, 2.77, 1.38], [4.07, -2.06, -1.29], [0.00, 0.75, -2.49], [-0.17, -4.83, 4.27], [-0.77, 3.70, -7.23], [-8.27, 4.58, -1.84], [-0.76, 3.39, -6.20], [2.36, -2.04, 5.02], [-7.53, 4.18, -1.16], [-2.94, -0.28, -2.45], [7.42, 0.34, 3.46], [-1.66, 4.05, 3.09], [3.29, -1.99, -2.33], [4.37, -4.18, -5.27], [2.58, -2.22, -4.52], [0.33, 2.29, 2.31], [0.43, -2.77, 4.88], [-1.72, 4.53, -3.13], [3.95, -1.31, -0.16], [-7.57, 2.85, -0.79], [0.19, -0.44, 5.17], [3.44, -4.06, -7.20], [-0.14, -3.47, 2.58], [1.04, -0.20, 3.62], [-2.33, -0.29, -0.48], [1.06, -2.18, 4.33], [-1.62, 3.66, 1.77], [-5.33, 0.18, -1.93], [-1.96, -3.62, 1.09], [1.80, -1.19, -3.80], [2.00, -3.60, 3.10], [2.81, -3.02, 5.15], [4.41, -3.70, -3.97], [-0.77, 3.94, 5.04], [6.81, -2.00, -0.09], [-2.33, 4.02, 1.04], [-6.60, 5.04, -0.73], [-1.72, 5.18, -5.54], [-0.81, 2.53, -1.09], [2.35, 0.87, 2.05], [-0.21, 2.16, -5.85], [2.22, -1.15, -2.53], [-4.93, 5.28, 0.44], [-1.31, 3.87, -3.88], [1.48, -2.11, 2.27], [0.76, 1.34, 0.28]], "charge": 0, "lumo_ev": -0.94, "homo_lumo_gap_ev": 5.0, "total_energy_ha": -2991.72663, "spin_multiplicity": 1, "e_above_lowest_ev": 0.000}